Molecular formula: C23H18NO3S
Method: DFT, ωB97M-V/def2-TZVPD

XYZ file:
```
46
Properties=species:S:1:pos:R:3:forces:R:3
C 3.19774 3.69412 -4.52240 -0.2 -0.4 0.4
C 1.98220 3.78222 -3.82476 0.2 -0.4 0.1
C 1.65014 2.80761 -2.86044 0.2 0.1 0.0
C 2.52310 1.74692 -2.56383 0.0 0.3 -0.3
C 2.14344 0.63711 -1.57368 -0.7 -1.7 0.2
C 1.34222 0.92886 -0.36459 0.1 0.8 -0.9
C 1.16110 0.00737 0.63243 0.3 -0.1 1.6
O 2.54349 -0.51777 -1.81019 0.0 1.2 -0.1
C 3.74071 1.68023 -3.27814 -0.1 0.1 0.1
C 4.08495 2.64130 -4.24046 -0.5 -0.1 0.3
H 3.45305 4.42631 -5.28913 -0.1 -0.1 0.2
H 1.28946 4.60433 -4.04078 0.3 -0.4 0.1
H 0.69581 2.86111 -2.32596 0.3 0.1 -0.2
H 0.95439 1.94153 -0.28761 0.5 0.1 0.5
H 1.13094 0.24710 1.74784 0.1 -0.2 -2.0
H 1.28579 -1.04337 0.36781 0.9 0.3 0.3
H 4.42871 0.86100 -3.06067 -0.3 0.2 -0.1
H 5.03982 2.56270 -4.77100 -0.4 0.0 0.2
C -1.09086 -5.99758 0.24927 0.1 0.3 0.2
C -2.21465 -5.54057 0.95662 0.4 0.0 -0.1
C -2.17199 -4.30173 1.61429 0.2 0.0 -0.2
C -1.00237 -3.53737 1.58304 -0.2 -0.1 -0.3
S -0.82050 -1.98383 2.49252 0.3 -0.1 -0.8
C -0.90035 -0.73715 1.28130 -1.1 -0.2 -0.8
C -1.52518 0.53088 1.56468 0.0 0.0 0.0
C -2.03640 1.34045 0.50472 0.2 0.0 0.2
C -2.52482 2.61966 0.72288 0.2 -0.4 0.1
C -2.47765 3.16189 2.01744 -0.5 0.3 0.1
C -3.06182 4.44105 2.30355 -0.7 2.2 0.3
N -3.51686 5.49874 2.53650 0.9 -2.3 -0.5
C -1.99104 2.40031 3.08611 0.0 -0.5 0.0
C -1.55685 1.10472 2.86924 0.2 0.1 -0.1
O -1.93945 -1.85657 3.40247 0.2 -0.3 0.3
O 0.53214 -2.12130 3.01596 -0.4 0.4 0.3
C 0.10613 -3.98410 0.86488 0.0 -0.2 -0.2
C 0.06302 -5.19949 0.18522 -0.4 -0.2 0.1
H -1.09711 -6.97658 -0.24285 -0.1 0.4 0.2
H -3.11938 -6.15851 0.98327 0.3 0.3 0.1
H -3.04314 -3.92032 2.13740 0.1 0.0 0.0
H -0.99435 -1.18694 0.27522 -0.2 0.4 0.7
H -2.02542 0.92441 -0.49836 -0.1 0.1 0.1
H -2.97275 3.19529 -0.09101 0.2 -0.2 0.2
H -1.99716 2.81323 4.10198 0.0 -0.1 -0.5
H -1.21195 0.52338 3.71681 0.0 0.0 -0.1
H 1.01283 -3.38895 0.82412 -0.1 0.0 0.1
H 0.93084 -5.53167 -0.39170 -0.3 0.1 0.2
```
Forces are in eV/Å.

* energy above the lowest of the compared OMol25 structures with the same formula, charge and spin: 38.7 kJ/mol
* Kohn-Sham gap: 6.65 eV
* E_HOMO: -3.9 eV
* energy: -42609.891 eV
* charge: -1

=====

Molecular formula: C28H20Cl5CoIN2O3PS2
Method: DFT, ωB97M-V/def2-TZVPD

XYZ file:
```
63
Properties=species:S:1:pos:R:3:forces:R:3
Co -0.29228 1.64172 -0.42332 0.0 0.6 1.8
I -3.21797 -0.20398 -1.60229 0.6 0.3 0.5
C -2.98848 -1.65938 -0.09403 -0.8 -1.1 -0.2
C -4.21191 -1.95737 0.51857 1.2 0.6 0.1
C -4.50548 -3.27390 0.89328 0.8 -0.8 0.5
C -3.63090 -4.29933 0.57940 -0.9 0.6 0.6
C -2.36308 -3.98293 0.04621 0.7 -1.9 -0.2
C -1.48938 -5.08531 -0.27312 0.6 1.4 -0.1
C -0.21090 -4.81610 -0.72623 -0.6 -0.5 0.4
C 0.28160 -3.49385 -0.72580 -0.9 0.7 0.0
C -0.55924 -2.38594 -0.48278 1.0 -1.5 -0.2
P 0.36119 -0.78431 -0.30331 -0.3 0.0 -0.6
C 1.71566 -1.00182 -1.52498 0.3 -0.7 -0.1
C 3.01551 -1.33401 -1.11605 -0.6 0.8 -0.6
C 3.99311 -1.60816 -2.05807 0.1 0.2 -0.4
C 3.74158 -1.39071 -3.40328 -0.5 -0.7 -0.5
C 2.43605 -1.09672 -3.82784 0.5 -0.2 -0.6
C 1.42318 -1.01162 -2.90696 -0.3 0.5 1.0
C 1.13456 -0.90906 1.31757 0.2 0.1 -0.1
C 0.73305 -1.78880 2.28204 -0.3 -0.6 0.7
C 1.26977 -1.74069 3.58138 -0.4 0.2 -0.9
C 2.25066 -0.82027 3.90616 0.4 0.6 -1.0
C 2.75370 0.04305 2.87244 -0.9 -0.4 0.9
C 2.11758 0.01833 1.63330 1.4 1.2 -0.4
C -1.94415 -2.66607 -0.18695 -0.2 1.7 -0.2
H -4.85305 -1.10987 0.78873 -0.2 -0.6 -0.6
H -5.35319 -3.50699 1.50644 -0.6 0.1 -0.1
H -3.88755 -5.34066 0.86642 0.3 0.8 -0.4
H -1.89777 -6.07301 -0.12864 0.2 -0.2 -0.1
H 0.48026 -5.60685 -1.02178 -0.3 0.1 0.2
H 1.35014 -3.39777 -0.92771 -0.4 0.4 0.1
H 3.31063 -1.23944 -0.09459 0.0 -0.5 0.6
H 4.95449 -1.98164 -1.73576 0.2 0.2 0.0
H 4.50087 -1.59727 -4.15664 0.0 0.2 0.3
H 2.18877 -0.98794 -4.89507 0.3 -0.1 0.6
H 0.39856 -0.90036 -3.24539 0.0 0.1 0.0
H -0.04633 -2.50119 2.03167 0.1 -0.1 0.3
H 0.83306 -2.41840 4.29054 0.1 -0.1 0.5
H 2.58645 -0.75388 4.93652 0.2 0.0 -0.2
H 3.54386 0.78986 3.05733 -0.5 -0.5 0.0
H 2.44137 0.74932 0.85589 -0.2 -0.6 0.7
Cl 1.13608 3.77098 1.97837 0.1 -0.2 -0.1
C 0.16138 4.53002 0.75074 -0.2 1.8 -0.7
C -0.69002 3.76697 -0.04958 -0.1 0.3 -0.2
C -1.64792 4.45431 -0.79668 1.2 1.5 0.3
Cl -3.02805 3.64003 -1.44286 0.0 -0.4 -0.2
C -1.57476 5.86409 -0.98480 -0.1 -0.7 0.7
Cl -2.74887 6.63380 -1.96444 -0.1 0.4 -0.2
C -0.66529 6.62974 -0.24166 0.5 -0.6 1.4
Cl -0.82796 8.35834 -0.06126 0.1 -0.6 -0.6
C 0.21091 5.96359 0.66861 -0.7 -1.1 -0.3
Cl 1.22675 6.85658 1.76614 -0.4 -0.2 -0.5
O 1.77854 2.30938 -0.67340 -0.6 -0.3 0.4
S 1.70513 2.80498 -2.06813 1.5 -1.3 -1.3
O 2.71888 2.21450 -2.91659 -0.9 -0.2 0.4
O 1.54865 4.20508 -2.24068 -0.8 0.7 0.3
S -0.24872 1.80150 -2.51922 0.6 0.9 -1.7
N -1.98699 0.58917 2.14499 0.4 0.6 -0.5
N -1.41801 1.72812 1.41641 -1.4 -0.4 0.3
H -2.14145 -0.08076 1.41429 -0.2 -0.6 -0.1
H -2.90402 0.85005 2.48958 0.0 0.0 0.1
H -0.79992 2.18791 2.07038 0.2 0.3 0.0
H -2.16834 2.40494 1.15650 0.9 -0.6 0.3
```
Forces are in eV/Å.

* energy above the lowest of the compared OMol25 structures with the same formula, charge and spin: 0.0 kJ/mol
* ⟨S²⟩: 6.02
* spin multiplicity: 5
* Kohn-Sham gap (alpha / beta): 7.08 / 6.11 eV
* E_HOMO (alpha / beta): -8.2 / -8.5 eV
* energy: -177779.266 eV

=====

Molecular formula: C3H5NS
Method: DFT, ωB97M-V/def2-TZVPD

XYZ file:
```
10
Properties=species:S:1:pos:R:3:forces:R:3
S -1.96505 -0.10261 -0.07638 1.3 0.8 0.9
C -0.46718 0.45611 0.32100 -1.0 -0.1 -1.1
N 0.63875 -0.18001 -0.47150 -0.4 3.1 1.2
C 1.65386 -0.79772 0.31910 3.8 0.4 -4.5
C 1.97012 0.60149 -0.14316 -0.1 -0.4 -1.5
H -0.38045 1.42531 1.03956 0.4 -2.5 -1.7
H 1.55896 -1.00137 1.30230 -0.5 -0.8 3.0
H 2.32534 -1.48751 -0.33526 -1.7 0.6 1.6
H 1.79133 1.43506 0.47804 -0.3 0.5 1.1
H 2.73358 0.97111 -0.94356 -1.7 -1.6 1.0
```
Forces are in eV/Å.

* energy above the lowest of the compared OMol25 structures with the same formula, charge and spin: 282.7 kJ/mol
* Kohn-Sham gap: 8.51 eV
* E_HOMO: -8.8 eV
* energy: -15513.942 eV

=====

Molecular formula: C3H4IOS
Method: DFT, ωB97M-V/def2-TZVPD

XYZ file:
```
10
Properties=species:S:1:pos:R:3:forces:R:3
C -0.54575 2.54757 -0.25314 -0.1 -0.8 0.0
C 0.81065 -1.24273 0.05894 0.4 -0.5 -0.7
C -0.39711 -0.35255 0.41604 1.0 -0.1 -0.3
O -1.48257 2.75793 0.38350 0.1 0.3 0.0
S 0.70660 2.28666 -1.15735 0.1 0.5 -0.1
I -2.17539 -1.33669 -0.64939 0.3 0.1 0.6
H 1.77842 -0.73372 0.22387 -0.3 0.4 0.4
H 1.03161 -2.28159 0.54148 -0.8 1.2 -0.8
H 0.82063 -1.30859 -1.06667 0.0 -0.6 1.0
H -0.54708 -0.33631 1.50271 -0.6 -0.6 0.0
```
Forces are in eV/Å.

* energy above the lowest of the compared OMol25 structures with the same formula, charge and spin: 201.1 kJ/mol
* Kohn-Sham gap: 5.27 eV
* E_HOMO: -2.1 eV
* energy: -24158.520 eV
* charge: -1

=====

Molecular formula: C5H14
Method: DFT, ωB97M-V/def2-TZVPD

XYZ file:
```
19
Properties=species:S:1:pos:R:3:forces:R:3
C 0.03143 2.67873 1.11438 5.6 0.3 -1.8
C -0.48109 1.49487 0.20145 0.8 1.6 -1.3
C -2.02357 1.53496 -0.09983 1.6 2.6 -4.2
H 0.67610 3.51697 0.47476 -2.1 -1.9 1.4
H 0.89348 2.45451 1.90366 -1.7 -0.4 -1.7
H -0.63096 3.17462 1.72369 -2.2 1.1 0.9
H 0.11315 1.51661 -0.88154 -1.3 -0.2 3.1
H -0.30184 0.54393 0.70097 0.4 0.1 -0.1
H -2.07979 1.66833 -1.34924 -0.3 -0.1 3.4
H -2.32219 0.55880 0.03675 -1.5 -1.8 0.6
H -2.64725 2.35200 0.35541 0.8 -1.1 -0.2
C 0.82483 -2.03740 -0.19457 -1.0 -0.3 0.3
C 1.43465 -3.30043 -0.88758 0.1 -0.5 2.6
H 0.73066 -2.22794 0.93947 0.1 0.4 -1.8
H 1.33280 -1.06227 -0.34668 0.1 -0.8 0.0
H -0.21464 -1.89175 -0.63373 1.1 -0.1 0.8
H 1.49029 -3.25296 -1.94304 0.2 0.4 -1.1
H 0.72129 -4.14195 -0.67029 0.8 0.6 -0.1
H 2.45262 -3.57963 -0.44407 -1.4 0.4 -0.7
```
Forces are in eV/Å.

* energy above the lowest of the compared OMol25 structures with the same formula, charge and spin: 198.9 kJ/mol
* Kohn-Sham gap: 11.74 eV
* E_HOMO: -10.7 eV
* energy: -5409.988 eV

=====

Molecular formula: C5H15O3
Method: DFT, ωB97M-V/def2-TZVPD

XYZ file:
```
23
Properties=species:S:1:pos:R:3:forces:R:3
C 0.76635 1.54742 -0.14449 1.4 -1.3 -0.4
O 0.70584 1.18124 1.14820 0.4 0.6 -1.5
C 0.89509 0.18871 -0.98423 -1.2 -1.6 1.6
C -0.49567 -0.52840 -1.06534 0.3 -1.4 -0.1
C -0.83108 -1.65361 -0.02918 0.1 2.6 0.0
C -0.56518 -1.17538 -2.47532 -0.2 1.8 -0.8
H -0.10664 2.09931 -0.43510 -0.2 0.5 -0.5
H 1.75953 1.92314 -0.50957 -0.6 0.5 0.9
H 1.61375 -0.47422 -0.46916 -0.2 0.4 0.0
H 1.33388 0.35543 -1.94108 0.0 0.6 -0.8
H -1.27003 0.22550 -0.80403 0.3 -0.2 -1.1
H -1.93420 -1.70848 -0.14697 0.7 -0.5 0.7
H -0.33526 -2.57379 -0.24506 0.3 -0.7 -0.1
H -0.49195 -1.21867 0.93600 -0.6 -0.8 -0.1
H 0.34948 -1.68637 -2.79311 0.1 -0.1 0.7
H -0.58785 -0.29863 -3.14135 -0.3 -0.4 -0.4
H -1.39640 -1.83857 -2.74591 0.0 0.3 0.6
H 1.23882 0.28332 2.29929 0.6 -1.5 1.6
H 0.71621 -0.89094 3.21956 0.0 0.1 0.0
O 1.49909 -0.36797 3.02731 -0.2 0.7 -0.9
H -0.32491 2.07317 2.01174 -0.4 0.9 0.9
H -1.62048 1.93815 2.67435 -0.3 0.4 0.4
O -0.91841 2.59966 2.61343 0.1 -1.0 -0.8
```
Forces are in eV/Å.

* energy above the lowest of the compared OMol25 structures with the same formula, charge and spin: 29.0 kJ/mol
* ⟨S²⟩: 0.76
* spin multiplicity: 2
* Kohn-Sham gap (alpha / beta): 11.25 / 7.56 eV
* E_HOMO (alpha / beta): -10.6 / -10.5 eV
* energy: -11567.580 eV

=====

F_max readings, ordered: 0.0481, 0.0458, 0.1144, 0.0323, 0.1140, 0.0509 hartree/bohr